# 1
Entry from the Open Molecules 2025 dataset: 9 unconnected molecules or ions with the total composition C37H41N9O4 (wB97M-V/def2-TZVPD).

Structure (ORCA input):
```
! wB97M-V def2-TZVPD RIJCOSX def2/J DEFGRID3
* xyz 0 1
C -21.21223 4.63659 5.05313
N -20.00163 4.42320 4.26105
O -19.71153 5.23322 3.41012
O -19.29777 3.43722 4.43202
H -21.53881 3.71064 5.51736
H -22.10498 4.88429 4.44194
H -21.16898 5.47808 5.72941
C -17.56820 6.50736 1.91130
N -18.60151 7.57802 2.20088
O -18.62332 8.14105 3.27216
O -19.40701 7.82786 1.28962
H -17.02747 6.90427 1.06016
H -18.15749 5.63552 1.62722
H -17.02671 6.24355 2.81280
C -16.03266 2.23925 -0.36863
C -16.88041 2.82594 -1.24012
C -18.16162 3.23183 -0.84442
N -18.56617 3.03856 0.39202
C -17.75431 2.49527 1.23861
C -16.44562 2.12751 0.94705
H -15.10587 1.83507 -0.70700
H -16.62660 2.87106 -2.28120
H -18.95166 3.67510 -1.51429
H -18.07116 2.39052 2.31521
H -15.90917 1.70026 1.72027
C -18.22289 6.92078 6.61971
C -18.03252 5.56582 6.96922
C -18.22382 5.22779 8.26225
N -18.51817 6.06975 9.27312
C -18.73436 7.35652 8.91083
C -18.61893 7.81328 7.59302
H -18.01933 7.19496 5.58420
H -17.54578 4.90115 6.27143
H -18.07666 4.14969 8.54097
H -19.04469 7.98879 9.73887
H -18.81884 8.87810 7.50024
C -22.81570 7.50968 7.10284
C -22.23029 8.74779 7.16196
C -21.73783 9.16110 8.38568
N -21.75366 8.41461 9.49495
C -22.18410 7.17543 9.34717
C -22.77594 6.68312 8.18215
H -23.32197 7.14888 6.18467
H -22.11258 9.37699 6.28813
H -21.29613 10.16750 8.35084
H -22.00194 6.48676 10.13730
H -23.16080 5.66114 8.13618
C -25.79071 2.17145 6.79105
C -26.08452 3.37708 6.19360
C -25.00305 4.27401 6.05480
N -23.76255 4.00057 6.31404
C -23.48215 2.82832 6.91710
C -24.51947 1.94706 7.23279
H -26.60709 1.48483 6.94215
H -27.06289 3.78995 5.91484
H -25.16106 5.24967 5.59779
H -22.46615 2.64646 7.32645
H -24.25242 1.03992 7.82444
C -21.08151 0.10416 6.34500
C -21.19337 -0.91083 7.27123
C -21.98415 -2.01697 6.91768
N -22.57518 -2.13935 5.75901
C -22.45058 -1.10428 4.87651
C -21.65510 0.03649 5.08927
H -20.41342 0.91211 6.58833
H -20.59647 -0.80432 8.17119
H -22.21173 -2.86594 7.55286
H -22.99924 -1.24440 3.94168
H -21.61027 0.75514 4.26940
C -23.12026 10.04857 3.02656
C -22.26340 8.99742 2.74528
C -22.62556 7.69852 3.15651
N -23.83017 7.37838 3.68370
C -24.61943 8.41614 3.81720
C -24.34759 9.74330 3.56217
H -22.84389 11.09240 2.88323
H -21.22999 9.13372 2.36788
H -21.93548 6.88222 2.89677
H -25.64946 8.22269 4.20993
H -25.13427 10.49032 3.72243
C -23.30925 4.44010 1.64608
C -24.35595 3.77919 2.33219
C -24.19835 2.40922 2.54691
N -23.07432 1.77465 2.38083
C -22.08115 2.36021 1.73414
C -22.17249 3.67136 1.31923
H -23.38939 5.49450 1.36468
H -25.33010 4.26933 2.50808
H -25.02759 1.82503 2.97822
H -21.15501 1.80828 1.68903
H -21.38421 4.14714 0.73109
*
```

energy above the lowest of the compared OMol25 structures with the same formula, charge and spin: 0.0 kcal/mol
SMILES string: C[N+](=O)[O-].C[N+](=O)[O-].c1ccncc1.c1ccncc1.c1ccncc1.c1ccncc1.c1ccncc1.c1ccncc1.c1ccncc1
Kohn-Sham gap: 9.56 eV
total energy: -2228.000664 Eh

***

# 2
Entry from the Open Molecules 2025 dataset: a molecular structure, C37H42Cl2N2O4ReSSe (wB97M-V/def2-TZVPD).

Structure (ORCA input):
```
! wB97M-V def2-TZVPD RIJCOSX def2/J DEFGRID3
* xyz 0 4
Re -0.61838 0.43366 0.48816
Cl -2.17216 -0.74207 1.92877
C -1.60959 -0.28519 3.53287
C -2.52016 -0.39383 4.56282
C -2.08562 -0.10590 5.84725
C -0.77018 0.27520 6.06195
C 0.10870 0.38136 4.99770
Cl 1.74365 0.85082 5.31916
C -0.28604 0.11250 3.68372
S 0.84515 0.24823 2.34884
H -3.53895 -0.68817 4.36062
H -2.77283 -0.17550 6.67768
H -0.41554 0.50015 7.05715
C 0.97667 3.65224 2.74164
C 1.79288 3.73112 1.44761
C 2.89809 2.68252 1.33775
C 0.91275 3.92989 0.21572
C 0.49999 5.24885 0.03807
C -0.18759 5.66002 -1.08242
C -0.37828 4.76009 -2.10842
C 0.01209 3.42808 -2.00322
C -0.05662 2.66791 -3.32597
C 1.29515 2.77665 -4.04447
C -0.55685 1.23514 -3.35783
C 0.56864 3.00380 -0.78153
N 0.77391 1.56313 -0.57164
C 1.86093 1.04644 -1.05977
C 2.20436 -0.32621 -1.21510
C 3.47974 -0.54619 -1.79446
C 3.89944 -1.78347 -2.18663
C 3.00638 -2.85758 -2.03482
C 1.76957 -2.69152 -1.47777
C 1.32013 -1.42783 -1.00206
N 0.11643 -1.29909 -0.39011
C -0.70287 -2.49894 -0.31268
C -1.62201 -2.77252 -1.33257
C -2.42840 -3.90242 -1.22467
C -2.33313 -4.75200 -0.14111
C -1.40717 -4.48070 0.85089
C -0.57461 -3.36948 0.78367
C 0.46123 -3.18205 1.87410
C -0.08323 -3.46280 3.27807
C 1.69064 -4.06245 1.62675
C -1.75014 -1.91426 -2.57005
C -1.29744 -2.68052 -3.81767
C -3.17023 -1.38149 -2.75720
H 1.63077 3.45616 3.59213
H 0.21947 2.87636 2.70071
H 0.46040 4.59680 2.91617
H 2.33565 4.68170 1.49952
H 2.54037 1.65673 1.35073
H 3.57101 2.79196 2.18888
H 3.48823 2.83875 0.43150
H 0.74490 5.96616 0.81221
H -0.53149 6.68087 -1.17529
H -0.84175 5.08833 -3.02915
H -0.77082 3.24364 -3.92051
H 2.05199 2.16130 -3.55454
H 1.65663 3.80473 -4.06496
H 1.20495 2.42185 -5.07228
H 0.20461 0.52277 -3.04199
H -0.81754 0.97648 -4.38614
H -1.44445 1.11047 -2.74573
H 2.58564 1.75694 -1.44911
H 4.12206 0.31363 -1.93572
H 4.87557 -1.92967 -2.62281
H 3.29774 -3.84584 -2.36650
H 1.11681 -3.54464 -1.37441
H -3.14080 -4.11441 -2.00957
H -2.97319 -5.62068 -0.06848
H -1.32106 -5.14985 1.69502
H 0.79677 -2.14624 1.84530
H -0.13286 -4.53375 3.48139
H -1.08141 -3.05055 3.42507
H 0.57854 -3.02373 4.02588
H 1.40420 -5.11552 1.58897
H 2.40832 -3.93562 2.43860
H 2.19365 -3.81179 0.69477
H -1.08655 -1.06531 -2.44484
H -1.99678 -3.48335 -4.05877
H -0.30909 -3.12114 -3.68664
H -1.25594 -2.00734 -4.67496
H -3.88326 -2.19942 -2.86867
H -3.22525 -0.77270 -3.66064
H -3.47897 -0.76741 -1.91198
O -4.19340 1.55571 1.04625
Se -2.95072 2.07237 0.18121
O -2.26559 0.75717 -0.71315
O -1.54155 2.12900 1.17432
O -3.14431 3.37344 -0.72061
*
```

energy above the lowest of the compared OMol25 structures with the same formula, charge and spin: 0.0 kcal/mol
Kohn-Sham gap (alpha / beta): 7.31 / 6.80 eV
total energy: -5643.849696 Eh

***

# 3
Entry from the Open Molecules 2025 dataset: a molecular structure, C37H42N4P2Zr (wB97M-V/def2-TZVPD).

Structure (ORCA input):
```
! wB97M-V def2-TZVPD RIJCOSX def2/J DEFGRID3
* xyz 2 1
Zr 0.00000 0.00000 0.00000
C -0.96193 -0.48649 -1.94908
C -1.18709 0.86527 -1.70972
C -2.49537 1.45477 -1.20910
C -2.54694 1.60991 0.33044
C -1.88262 0.48194 1.08827
C -1.93536 -0.86973 0.76433
C -2.74549 -1.46003 -0.37789
C -1.93410 -1.61533 -1.68722
C 1.04212 -0.24073 1.78097
H -0.12463 -0.74509 -2.59463
H -0.49031 1.56830 -2.16021
H -3.33251 0.84414 -1.55842
H -2.62796 2.44350 -1.66036
H -2.03231 2.53603 0.60835
H -3.59163 1.72553 0.65763
H -1.54469 0.74101 2.09004
H -1.60443 -1.57233 1.52554
H -3.63602 -0.84982 -0.55209
H -3.10576 -2.44892 -0.07556
H -1.35083 -2.54076 -1.63238
H -2.62144 -1.73171 -2.53917
H 1.93449 -0.85872 1.63861
H 0.41515 -0.69378 2.55961
H 1.37053 0.74665 2.13121
P -7.10259 4.92733 1.84329
P -6.23703 5.50712 -1.15637
N -7.78957 3.49359 2.56575
N -7.50386 6.16792 2.98462
N -6.80826 4.17799 -2.11032
N -5.90205 6.73332 -2.35362
C -8.40654 5.24637 0.56656
C -7.85504 6.16100 -0.53490
C -7.13489 2.26671 2.46163
C -8.00547 1.27575 2.84728
C -9.23787 1.90619 3.20116
C -9.08518 3.26056 3.01298
C -6.53004 6.69846 3.83274
C -7.13129 7.58862 4.68509
C -8.52290 7.61463 4.36250
C -8.73108 6.73993 3.32547
C -5.99750 3.06474 -2.33982
C -6.65577 2.21286 -3.18928
C -7.91466 2.81145 -3.50244
C -7.98802 4.01000 -2.83774
C -6.60882 7.06546 -3.50384
C -6.15227 8.28338 -3.95213
C -5.14093 8.72960 -3.04667
C -5.00540 7.76512 -2.07714
H -9.26413 5.69705 1.07945
H -8.74058 4.30498 0.12110
H -8.53506 6.22220 -1.39258
H -7.72859 7.17161 -0.13614
H -6.11077 2.23073 2.12026
H -7.78213 0.21890 2.89227
H -10.12882 1.41906 3.57398
H -9.76944 4.07959 3.16939
H -5.50228 6.38127 3.73231
H -6.63312 8.16713 5.45040
H -9.28514 8.21784 4.83647
H -9.63638 6.48581 2.79611
H -5.02975 3.00029 -1.86443
H -6.28568 1.26072 -3.54275
H -8.68514 2.40009 -4.14035
H -8.77601 4.74661 -2.80951
H -7.35741 6.39892 -3.90194
H -6.48926 8.79200 -4.84541
H -4.56772 9.64354 -3.11487
H -4.36234 7.70140 -1.21152
C 3.87334 -4.21482 -0.36052
C 2.62506 -3.95880 0.21002
C 1.97086 -2.75029 -0.04297
C 2.56718 -1.77627 -0.86223
C 1.94058 -0.53349 -1.08797
C 2.53876 0.40386 -1.93313
C 3.76540 0.12247 -2.54241
C 4.41133 -1.09376 -2.30105
C 3.82210 -2.04949 -1.46112
C 4.46868 -3.26930 -1.20018
H 4.37795 -5.15015 -0.15470
H 2.16465 -4.69708 0.85444
H 1.00251 -2.57920 0.40939
H 2.05768 1.35708 -2.10183
H 4.22589 0.85586 -3.19096
H 5.36968 -1.28690 -2.76828
H 5.43522 -3.48816 -1.63814
*
```

Kohn-Sham gap (alpha / beta): 1.90 / 1.90 eV
total energy: -2383.035634 Eh

***

no.,maximum force (eV/Å)
1,3.2
2,0.9
3,9.2